Entry 1:
A 2-piece molecular cluster, C4H12NO2 overall in a non-equilibrium geometry, computed with ωB97M-V with the def2-TZVPD basis set.

Computed properties:
Spin multiplicity = 1
Strongest force on any atom = 0.0434 Eh/bohr
Electronic energy = -364.59142 hartree
Net charge = +1

Element x y z (Å)
O (2.05541, 2.18207, 3.34688)
C (1.26419, 1.84885, 2.48603)
O (1.55485, 0.99576, 1.49024)
C (-0.16359, 2.34810, 2.43548)
H (2.51652, 0.77456, 1.58330)
H (-0.78411, 1.80879, 1.65573)
H (-0.09097, 3.44761, 2.25103)
H (-0.63494, 2.19127, 3.41285)
C (-0.89204, -0.33447, -1.12020)
N (-0.07231, -1.57320, -1.32745)
C (-0.45597, -2.33102, -2.55066)
H (-0.66708, -0.06573, -0.07503)
H (-0.60354, 0.42530, -1.86798)
H (-1.95000, -0.59346, -1.21106)
H (-0.20368, -2.19260, -0.51226)
H (0.91091, -1.32088, -1.44156)
H (-1.38709, -2.95482, -2.32954)
H (0.36094, -3.04529, -2.86315)
H (-0.75749, -1.61084, -3.36265)

=====

Entry 2:
C3H5N3 as an isolated structure, computed with ωB97M-V with the def2-TZVPD basis set.

Computed properties:
Spin multiplicity = 1
Strongest force on any atom = 0.0061 Eh/bohr
Electronic energy = -281.38752 hartree
Net charge = 0

Element x y z (Å)
C (0.18196, 0.27142, 1.67165)
C (-0.41102, 0.28895, 0.38747)
C (0.19135, -0.69533, -0.43832)
N (-0.01186, -0.11540, -1.69633)
N (-0.81579, 0.95425, -1.59787)
N (-1.12478, 1.18822, -0.37023)
H (0.97341, -0.81164, 0.72636)
H (-0.37114, 0.51944, 2.57872)
H (1.22621, 0.56692, 1.71035)
H (-0.08967, -1.74538, -0.35250)
H (0.25133, -0.42145, -2.61929)

=====

Entry 3:
One molecule with the formula C6H8N4O2 in a non-equilibrium geometry, computed with ωB97M-V with the def2-TZVPD basis set.

Computed properties:
Spin multiplicity = 1
Strongest force on any atom = 0.0880 Eh/bohr
Electronic energy = -602.78382 hartree
Net charge = 0

Element x y z (Å)
C (1.99108, 1.85211, 0.40361)
C (0.20861, -0.08407, -0.21663)
C (-3.25060, 0.61554, -0.08732)
C (2.30784, 0.67437, -0.46360)
C (-0.81536, -1.08138, -0.08475)
C (-0.19122, 1.30797, -0.03539)
N (0.68936, 2.12568, 0.40923)
N (1.40976, -0.40976, -0.38600)
N (-2.49899, 0.25069, 1.06358)
N (-1.67186, -0.80329, 1.09433)
O (-4.07219, -0.38018, -0.56596)
O (-3.26117, 1.72832, -0.53746)
H (2.72760, 2.44474, 0.86570)
H (2.42077, 1.20543, -1.43526)
H (3.28448, 0.24911, -0.17736)
H (-1.58998, -0.96195, -0.99445)
H (-0.48293, -2.12332, -0.01052)
H (-1.21945, 1.57139, -0.19291)
H (-4.24514, -1.02260, 0.11045)
H (-1.12492, -0.90698, 1.94500)